(1)
45
Properties=species:S:1:pos:R:3 method="wB97M-V/def2-TZVPD" homo_lumo_gap_ev=8.601 homo_energy_ha=-0.29022 multiplicity=1 fmax_ev_per_a=0.9 de_lowest_kcal_mol=25.8 energy_ha=-1047.5329 smiles=CCOc1ccc(CNc2ccc(CNc3ncn[nH]3)cc2)cc1 lumo_energy_ev=0.7
C -8.102 4.694 -1.275
C -6.685 4.443 -1.767
O -6.141 3.395 -0.989
C -4.879 2.967 -1.245
C -4.036 3.489 -2.220
C -2.763 2.967 -2.385
C -2.306 1.922 -1.601
C -3.155 1.404 -0.625
C -4.420 1.916 -0.446
H -5.083 1.518 0.305
H -2.817 0.586 -0.005
C -0.922 1.357 -1.760
N -0.155 1.568 -0.549
C 0.852 0.748 -0.123
C 1.294 0.827 1.203
C 2.326 0.033 1.653
C 2.958 -0.865 0.802
C 2.528 -0.940 -0.517
C 1.498 -0.149 -0.981
H 1.199 -0.220 -2.015
H 3.011 -1.633 -1.190
C 4.055 -1.767 1.290
N 3.604 -3.149 1.237
C 4.370 -4.164 1.699
N 3.943 -5.380 1.989
C 5.072 -6.036 2.330
N 6.162 -5.318 2.277
N 5.714 -4.103 1.872
H 6.357 -3.344 1.728
H 5.072 -7.065 2.625
H 2.614 -3.296 1.364
H 4.934 -1.673 0.641
H 4.349 -1.483 2.312
H 2.643 0.110 2.684
H 0.811 1.521 1.877
H -0.614 2.115 0.162
H -0.992 0.281 -1.967
H -0.416 1.834 -2.610
H -2.119 3.385 -3.146
H -4.354 4.300 -2.854
H -6.077 5.352 -1.654
H -6.696 4.158 -2.828
H -8.557 5.494 -1.852
H -8.086 4.973 -0.226
H -8.696 3.791 -1.383

=====

(2)
46
Properties=species:S:1:pos:R:3 method="wB97M-V/def2-TZVPD" homo_lumo_gap_ev=9.056 homo_energy_ha=-0.30785 multiplicity=1 fmax_ev_per_a=0.6 de_lowest_kcal_mol=16.5 energy_ha=-1122.8361 smiles="O=C(NCCC(=O)N1CCN(c2ncccn2)CC1)c1ccccc1" lumo_energy_ev=0.7
O -4.368 -2.180 0.712
C -4.177 -1.149 0.091
N -3.168 -1.009 -0.798
H -2.911 -0.102 -1.160
C -2.185 -2.040 -1.008
H -2.623 -2.980 -0.664
H -1.969 -2.102 -2.079
C -0.885 -1.767 -0.240
C -0.251 -0.460 -0.693
O -0.802 0.283 -1.489
N 0.945 -0.140 -0.148
C 1.750 -0.953 0.735
H 1.194 -1.814 1.097
C 3.019 -1.405 -0.006
N 3.719 -0.250 -0.510
C 4.892 0.154 0.018
N 5.398 1.317 -0.416
C 6.570 1.675 0.070
C 7.268 0.906 0.991
C 6.650 -0.273 1.382
N 5.479 -0.654 0.913
H 7.102 -0.943 2.103
H 8.225 1.208 1.380
H 6.956 2.618 -0.297
C 2.926 0.607 -1.358
H 3.527 1.473 -1.630
C 1.655 1.036 -0.616
H 0.989 1.590 -1.279
H 1.921 1.659 0.244
H 2.648 0.051 -2.260
H 3.687 -1.946 0.664
H 2.740 -2.045 -0.851
H 2.043 -0.340 1.595
H -0.197 -2.596 -0.410
H -1.109 -1.705 0.827
C -5.060 0.046 0.242
C -5.754 0.191 1.440
C -6.596 1.268 1.637
C -6.765 2.206 0.632
C -6.093 2.058 -0.571
C -5.242 0.985 -0.768
H -4.743 0.872 -1.720
H -6.235 2.782 -1.360
H -7.426 3.047 0.781
H -7.126 1.375 2.572
H -5.618 -0.559 2.205

=====

(3)
48
Properties=species:S:1:pos:R:3 method="wB97M-V/def2-TZVPD" homo_lumo_gap_ev=8.973 homo_energy_ha=-0.32020 multiplicity=1 fmax_ev_per_a=1.6 de_lowest_kcal_mol=58.4 energy_ha=-1596.1677 smiles="CCn1nnnc1-c1ccc(OC)c(S(=O)(=O)Nc2ccc(C)c(C)c2)c1" lumo_energy_ev=0.3
C -3.401 0.066 2.794
H -3.001 -0.558 3.588
H -4.470 0.193 2.949
H -2.923 1.042 2.850
C -3.147 -0.599 1.445
N -3.702 0.171 0.365
C -3.140 1.028 -0.532
N -4.099 1.419 -1.353
N -5.207 0.822 -0.954
N -4.996 0.080 0.050
C -1.752 1.426 -0.636
C -0.900 1.519 0.462
C 0.411 1.888 0.285
C 0.932 2.178 -0.975
C 0.069 2.121 -2.071
C -1.250 1.753 -1.897
H -1.917 1.710 -2.743
H 0.421 2.358 -3.062
O 2.246 2.480 -1.024
C 2.811 2.857 -2.264
H 2.771 2.034 -2.984
H 3.849 3.102 -2.048
H 2.312 3.737 -2.678
S 1.482 1.968 1.723
O 2.063 3.266 1.864
O 0.744 1.433 2.828
N 2.738 0.933 1.328
C 2.423 -0.254 0.660
C 3.151 -0.677 -0.445
C 2.804 -1.853 -1.084
C 1.737 -2.627 -0.652
C 1.011 -2.207 0.468
C 1.359 -1.029 1.108
H 0.816 -0.696 1.979
C -0.132 -3.028 0.985
H -0.931 -3.085 0.245
H -0.528 -2.598 1.901
H 0.194 -4.045 1.194
C 1.379 -3.894 -1.367
H 0.346 -3.866 -1.710
H 1.484 -4.752 -0.703
H 2.026 -4.045 -2.227
H 3.376 -2.174 -1.943
H 3.986 -0.088 -0.795
H 3.500 1.453 0.920
H -1.223 1.342 1.474
H -2.079 -0.731 1.261
H -3.643 -1.574 1.422

=====

(4)
50
Properties=species:S:1:pos:R:3 method="wB97M-V/def2-TZVPD" homo_lumo_gap_ev=8.092 homo_energy_ha=-0.28821 multiplicity=1 fmax_ev_per_a=3.6 de_lowest_kcal_mol=64.2 energy_ha=-2069.5712 smiles="COc1cc2nc(N3CCN(S(=O)(=O)c4cccs4)CC3)nc(N)c2cc1OC" lumo_energy_ev=0.2
O -5.931 2.955 1.043
O -4.244 4.670 1.226
N -0.582 -1.403 1.668
N 0.761 0.464 2.169
O 5.298 0.602 1.177
O 5.299 -1.960 0.262
S -5.082 2.173 -2.014
C -3.819 2.071 -3.180
C -2.642 2.719 -2.760
C -2.800 3.289 -1.461
C -4.015 2.983 -0.884
C -0.395 -0.179 2.186
C 4.150 -0.103 1.201
C 4.127 -1.419 0.727
C 3.029 0.531 1.678
C 0.502 -1.983 1.206
C 2.933 -2.135 0.818
C 1.833 -0.169 1.727
C 1.751 -1.460 1.242
N 0.119 -3.133 0.622
N -1.489 0.504 2.708
N -3.498 2.240 1.783
C 6.206 0.248 2.216
C 5.299 -2.159 -1.161
C -1.384 1.966 2.985
C -2.877 -0.033 2.591
C -2.111 2.691 1.885
C -3.655 0.781 1.532
S -4.546 3.297 0.831
H -3.902 1.498 -4.085
H -1.736 2.784 -3.315
H -2.025 3.848 -0.986
H 3.058 1.550 2.017
H 2.881 -3.165 0.519
H -0.880 -3.185 0.617
H 0.623 -3.410 -0.239
H 6.932 1.043 2.362
H 5.689 0.017 3.171
H 6.815 -0.608 1.924
H 6.139 -2.806 -1.475
H 5.376 -1.212 -1.693
H 4.362 -2.666 -1.461
H -1.889 2.233 3.938
H -0.374 2.356 3.090
H -2.914 -1.096 2.335
H -3.388 0.143 3.566
H -2.091 3.748 2.065
H -1.584 2.538 0.953
H -4.733 0.570 1.625
H -3.360 0.462 0.519